<one>
{
  "formula": "C3H2N2O",
  "method": "ωB97M-V/def2-TZVPD",
  "elements": ["O", "C", "N", "C", "C", "N", "H", "H"],
  "xyz": [[-1.83, 0.52, 1.65], [-1.08, 0.16, 0.79], [-0.80, 0.85, -0.42], [0.54, 0.55, -0.77], [0.73, -0.70, -0.20], [-0.03, -0.93, 0.84], [0.93, 0.94, -1.55], [1.55, -1.39, -0.33]],
  "lumo_ev": -2.354,
  "spin_multiplicity": 1,
  "smiles": "O=C1N=CC=N1",
  "gap_ev": 8.02
}

<two>
{
  "formula": "C3H2N2O",
  "method": "ωB97M-V/def2-TZVPD",
  "elements": ["N", "C", "C", "N", "C", "O", "H", "H"],
  "xyz": [[-0.76, -0.28, -2.51], [-0.75, -0.02, -1.38], [-0.64, 0.38, 0.01], [-0.86, -0.64, 1.16], [0.29, -0.26, 0.88], [1.56, -0.35, 1.23], [-0.91, 1.42, 0.20], [2.07, -0.23, 0.42]],
  "lumo_ev": 0.174,
  "spin_multiplicity": 1,
  "smiles": "N#C[C@H]1N=C1O",
  "gap_ev": 10.97
}

<three>
{
  "formula": "C3H2N2O",
  "method": "ωB97M-V/def2-TZVPD",
  "elements": ["O", "C", "C", "N", "N", "C", "H", "H"],
  "xyz": [[1.88, -0.02, -0.12], [0.73, 0.03, -0.11], [-0.18, 1.19, 0.08], [-1.36, 0.55, -0.07], [-1.29, -0.88, -0.17], [-0.04, -1.09, 0.08], [-0.26, 2.22, -0.03], [0.51, -2.01, 0.33]],
  "lumo_ev": -1.945,
  "spin_multiplicity": 1,
  "smiles": "O=C1C=NN=C1",
  "gap_ev": 8.19
}

<two> comes first in stability; the runner-up is 60.8 kJ/mol higher.

<one>
{
  "formula": "C4H10FN",
  "method": "ωB97M-V/def2-TZVPD",
  "elements": ["C", "C", "C", "C", "N", "F", "H", "H", "H", "H", "H", "H", "H", "H", "H", "H"],
  "xyz": [[1.18, -1.25, 0.36], [-0.01, -0.02, -0.09], [-0.20, 0.31, -1.54], [0.14, 1.20, 0.70], [-1.23, -0.77, 0.47], [-2.51, -0.06, 0.22], [0.88, -1.47, 1.42], [0.81, -2.18, -0.25], [2.23, -0.98, 0.21], [-1.17, 0.76, -1.70], [-0.11, -0.55, -2.28], [0.58, 1.06, -1.92], [-0.39, 2.09, 0.40], [-0.21, 0.99, 1.79], [1.17, 1.50, 0.72], [-1.16, -0.62, 1.50]],
  "lumo_ev": 0.868,
  "spin_multiplicity": 1,
  "smiles": "CC(C)(C)NF",
  "gap_ev": 10.73
}

<two>
{
  "formula": "C4H10FN",
  "method": "ωB97M-V/def2-TZVPD",
  "elements": ["C", "C", "C", "C", "H", "H", "H", "H", "H", "H", "H", "H", "H", "H", "N", "F"],
  "xyz": [[-0.35, 1.59, 0.25], [-0.06, 0.17, -0.26], [-1.42, -0.69, -0.49], [1.00, -0.55, 0.56], [0.17, 2.86, -0.65], [-1.89, 1.70, 0.10], [0.03, 1.84, 1.58], [-2.08, -0.86, 0.37], [-1.69, -0.10, -1.53], [-1.18, -1.63, -0.94], [0.51, -0.41, -2.02], [-0.42, 0.78, -2.14], [1.75, 0.09, 1.04], [1.69, -1.33, 0.09], [0.57, 0.57, -1.58], [0.45, -1.11, 1.64]],
  "lumo_ev": 0.624,
  "spin_multiplicity": 1,
  "gap_ev": 10.88
}

<three>
{
  "formula": "C4H10FN",
  "method": "ωB97M-V/def2-TZVPD",
  "elements": ["C", "C", "F", "C", "C", "N", "H", "H", "H", "H", "H", "H", "H", "H", "H", "H"],
  "xyz": [[-1.43, -1.26, -1.35], [-0.55, -1.10, -0.12], [0.23, -2.25, 0.06], [0.11, 0.18, -0.16], [0.76, 0.77, 1.07], [1.52, 1.96, 0.71], [-1.76, -2.32, -1.43], [-2.28, -0.60, -1.40], [-0.72, -1.04, -2.25], [-1.23, -1.25, 0.70], [-0.30, 0.93, -0.83], [1.12, 0.00, -0.66], [1.36, 0.10, 1.72], [-0.09, 1.10, 1.65], [0.98, 2.76, 0.94], [2.26, 2.03, 1.37]],
  "lumo_ev": 1.044,
  "spin_multiplicity": 1,
  "smiles": "C[C@@H](F)CCN",
  "gap_ev": 10.67
}

<three> comes first in stability; the runner-up is 197.8 kJ/mol higher.

<one>
{
  "formula": "C3H7N2Si",
  "method": "ωB97M-V/def2-TZVPD",
  "elements": ["Si", "N", "C", "C", "N", "C", "H", "H", "H", "H", "H", "H", "H"],
  "xyz": [[-1.94, -0.03, -0.04], [-0.06, 0.01, 0.02], [0.68, 1.09, -0.21], [2.00, 0.65, -0.24], [1.96, -0.62, 0.16], [0.72, -0.97, 0.40], [-1.97, -1.38, -0.47], [-2.69, 0.80, -1.03], [-2.26, 0.66, 1.31], [0.22, 1.98, -0.67], [2.99, 0.91, -0.65], [2.73, -1.26, 0.06], [0.36, -1.89, 0.96]],
  "lumo_ev": -3.467,
  "spin_multiplicity": 1,
  "smiles": "[SiH3][n+]1cc[nH]c1",
  "gap_ev": 10.86,
  "total_charge": 1
}

<two>
{
  "formula": "C3H7N2Si",
  "method": "ωB97M-V/def2-TZVPD",
  "elements": ["C", "C", "C", "N", "N", "Si", "H", "H", "H", "H", "H", "H", "H"],
  "xyz": [[1.87, -0.94, -1.64], [1.43, -0.74, -0.38], [-0.05, 0.02, -1.68], [0.89, -0.42, -2.48], [0.18, -0.12, -0.42], [-1.60, 0.70, 2.55], [2.76, -1.28, -2.00], [1.77, -0.90, 0.58], [-1.02, 0.53, -1.99], [0.81, -0.22, -3.46], [-1.60, 2.11, 2.22], [-1.78, 0.18, 3.88], [-1.55, -0.22, 1.45]],
  "lumo_ev": -7.252,
  "spin_multiplicity": 1,
  "gap_ev": 4.99,
  "total_charge": 1
}

<one> comes first in stability; the runner-up is 270.6 kJ/mol higher.

<one>
{
  "formula": "C2H8NO2PS",
  "method": "ωB97M-V/def2-TZVPD",
  "elements": ["C", "C", "N", "O", "O", "P", "S", "H", "H", "H", "H", "H", "H", "H", "H"],
  "xyz": [[-2.02, -0.44, 0.13], [1.54, -1.57, 0.39], [0.66, 2.39, 0.09], [-1.03, 0.47, 0.52], [1.95, -0.52, -0.26], [-0.09, 1.09, -0.64], [-0.89, 1.30, -2.37], [-1.96, -0.61, -0.94], [-2.88, -0.15, 0.57], [-1.89, -1.47, 0.53], [2.29, -1.90, 1.24], [1.38, -2.45, -0.23], [0.63, -1.26, 0.93], [0.89, 3.03, -0.61], [1.43, 2.09, 0.64]],
  "lumo_ev": [-1.290, -1.290],
  "spin_multiplicity": 1,
  "gap_ev": [7.22, 7.22]
}

<two>
{
  "formula": "C2H8NO2PS",
  "method": "ωB97M-V/def2-TZVPD",
  "elements": ["C", "N", "P", "S", "H", "H", "H", "H", "C", "O", "H", "H", "O", "H", "H"],
  "xyz": [[-0.15, 0.61, -2.38], [-0.07, -0.29, -1.17], [1.33, -0.79, -0.42], [2.74, 0.38, -1.16], [0.77, 0.47, -3.05], [-1.06, 0.29, -2.91], [-0.17, 1.64, -2.10], [-0.91, -0.74, -0.96], [0.09, 1.47, 2.50], [0.25, 1.27, 1.30], [1.06, 1.52, 3.17], [-0.90, 1.46, 3.03], [-0.97, -1.99, 1.28], [-0.39, -2.69, 1.33], [-1.62, -2.63, 1.55]],
  "lumo_ev": 0.203,
  "spin_multiplicity": 1,
  "smiles": "CNP=S.C=O.O",
  "gap_ev": 8.36
}

<two> comes first in stability; the runner-up is 82.0 kJ/mol higher.